264
Properties=species:S:1:pos:R:3:forces:R:3:lowdin_charge:R:1 method="wB97M-V/def2-TZVPD" smiles=CC1(C)CCCC(C)(C)N1O.CC1(C)CCCC(C)(C)N1O.CC1(C)CCCC(C)(C)N1O.CC1(C)CCCC(C)(C)N1O.CC1(C)CCCC(C)(C)N1O.CC1(C)CCCC(C)(C)N1O.CC1(C)CCCC(C)(C)N1O.CC1(C)CCCC(C)(C)N1O.COCCNCCOC total_energy_ev=-117469.274 charge=0 e_above_lowest_kcal_mol=0.0 max_force_ev_per_a=2.5
C -15.74626 23.76776 -13.63684 -0.4 0.1 1.1 -0.0228
C -16.72122 24.59292 -14.47189 -0.1 -0.5 -1.1 -0.4995
C -16.45184 26.09436 -14.29534 0.7 -0.1 0.6 -0.0132
C -16.57539 24.09100 -15.91446 -0.1 0.0 -0.5 -0.1527
C -17.61969 24.68456 -16.85223 0.7 -0.4 -0.3 -0.1738
C -19.00161 24.25289 -16.39621 -0.1 0.5 0.0 -0.1284
C -19.26007 24.66658 -14.92846 0.3 0.4 -1.4 -0.5036
C -19.49446 26.19308 -14.95607 -0.4 0.1 1.7 -0.0362
C -20.56871 24.02928 -14.48123 -0.4 -0.2 0.3 -0.0320
N -18.10177 24.21406 -14.14681 -0.6 -0.9 1.0 -0.0748
O -18.34960 24.48176 -12.75884 0.0 0.3 -0.2 -0.0398
H -14.72104 24.08894 -13.81376 0.0 0.0 -0.1 0.0862
H -15.98416 23.93200 -12.57804 0.3 0.1 -0.1 0.0782
H -15.82035 22.68817 -13.78438 -0.1 0.1 -0.3 0.0672
H -17.22640 26.53874 -13.67906 -0.1 0.2 -0.1 0.0739
H -15.52592 26.21922 -13.72612 0.0 0.1 -0.1 0.0803
H -16.31590 26.63516 -15.22956 -0.2 0.0 -0.1 0.0801
H -15.57568 24.23009 -16.33482 0.1 0.3 0.3 0.1236
H -16.72236 23.00773 -15.90067 0.0 0.0 0.1 0.0923
H -17.43189 25.75858 -16.91621 -0.5 0.1 0.0 0.1047
H -17.40919 24.29278 -17.85427 -0.2 0.1 0.0 0.1063
H -19.09752 23.17642 -16.57215 0.0 0.0 0.3 0.1141
H -19.78836 24.73629 -16.98225 0.1 -0.1 -0.1 0.1206
H -20.37648 26.46105 -15.53558 0.2 -0.1 -0.4 0.0837
H -18.63649 26.80148 -15.20599 0.0 -0.1 -0.4 0.0583
H -19.76508 26.48136 -13.92798 0.1 0.1 -0.1 0.0917
H -21.37431 24.59014 -14.95836 -0.1 -0.2 -0.1 0.0862
H -20.77474 24.08736 -13.41009 0.3 0.2 0.0 0.0817
H -20.68146 22.98125 -14.76337 0.2 0.0 -0.1 0.0747
H -18.50757 23.60367 -12.39662 0.0 0.0 0.0 0.0494
C -20.71041 23.11463 -7.45529 -1.0 0.0 0.0 -0.0443
C -19.57493 23.13505 -8.45322 0.5 1.3 -0.6 -0.5321
C -20.09139 23.56025 -9.83297 -1.6 -0.5 0.0 -0.0173
C -18.59791 24.23128 -7.94628 -0.7 -0.4 -0.4 -0.1405
C -17.26209 24.16449 -8.66702 -0.4 -0.1 1.4 -0.1624
C -16.64650 22.80593 -8.37412 -0.1 -0.1 -0.4 -0.1268
C -17.51390 21.63182 -8.83743 0.1 0.2 -1.7 -0.5203
C -17.36464 21.42972 -10.36156 0.2 -0.3 -0.4 -0.0229
C -17.01992 20.34941 -8.22252 -0.3 -0.8 1.9 -0.0454
N -18.90067 21.86170 -8.47184 0.3 -0.3 1.7 -0.1059
O -19.73251 20.79688 -8.87098 -0.2 0.1 -0.4 -0.0064
H -20.39150 22.59243 -6.55371 -0.1 0.0 0.1 0.0914
H -21.03499 24.12643 -7.19542 0.3 0.1 0.1 0.0892
H -21.63388 22.67610 -7.84888 0.3 -0.4 0.0 0.0823
H -19.39224 23.39755 -10.64129 0.2 0.2 0.0 0.0422
H -20.98974 22.96230 -10.04575 0.3 -0.3 -0.2 0.0837
H -20.51381 24.56772 -9.84274 0.5 0.2 0.0 0.0942
H -19.09722 25.18608 -8.12663 0.0 0.0 0.0 0.1170
H -18.55405 24.13277 -6.85711 0.6 -0.1 0.0 0.1207
H -17.40910 24.33318 -9.73322 0.2 0.1 0.0 0.1063
H -16.64504 24.94353 -8.21371 0.3 0.1 -0.5 0.1150
H -16.50542 22.67060 -7.29789 0.3 0.3 0.0 0.1248
H -15.69684 22.75688 -8.91349 0.1 -0.3 0.3 0.1243
H -18.03351 20.63613 -10.70204 -0.1 0.1 0.1 0.0674
H -16.35945 21.06329 -10.59619 0.0 0.2 0.0 0.0869
H -17.55351 22.31226 -10.97773 0.1 0.1 0.2 0.0583
H -17.52616 19.45865 -8.59364 0.2 0.1 -0.4 0.0835
H -17.26156 20.33243 -7.14613 0.0 0.3 -0.1 0.0920
H -15.93812 20.21572 -8.22839 0.0 0.1 -0.6 0.0905
H -20.07743 20.43273 -8.04797 0.1 0.0 0.0 0.1081
C -18.50140 12.48422 -13.97437 0.7 1.0 -0.6 -0.0206
C -19.49550 11.44070 -14.47988 -0.3 -0.8 1.4 -0.4985
C -19.99218 11.65914 -15.89783 0.3 1.0 -0.3 -0.0232
C -18.83610 10.05020 -14.45257 0.3 -0.8 -0.2 -0.1302
C -18.75195 9.33422 -13.10317 -0.7 0.8 -0.2 -0.1641
C -20.05912 9.48220 -12.31475 0.9 -0.2 0.5 -0.1470
C -20.64076 10.88840 -12.21750 -0.1 0.2 0.0 -0.5179
C -22.09442 10.70834 -11.75701 -0.2 -1.0 0.4 -0.0459
C -19.85428 11.73642 -11.18929 -0.5 -0.5 0.6 -0.0159
N -20.66882 11.38411 -13.58665 -0.9 -0.3 -1.0 -0.1107
O -21.51091 12.52139 -13.74112 0.7 -0.1 0.3 -0.0145
H -18.92566 13.35274 -13.45676 -0.3 -0.2 -0.1 0.0738
H -17.74422 12.11116 -13.28163 -0.1 -0.3 0.0 0.0798
H -17.96614 12.92769 -14.82150 0.1 -0.2 0.1 0.0527
H -20.67694 10.87855 -16.21602 -0.1 -0.1 0.2 0.0906
H -20.48964 12.62669 -15.99273 -0.1 -0.1 0.0 0.0837
H -19.15023 11.69286 -16.59693 0.1 -0.2 0.1 0.0747
H -19.37610 9.37783 -15.12443 -0.1 0.2 -0.2 0.1181
H -17.81644 10.15044 -14.84353 -0.1 0.0 -0.2 0.1080
H -18.64470 8.25643 -13.22756 0.5 0.1 -0.2 0.1136
H -17.87964 9.72914 -12.57636 -0.3 -0.2 0.4 0.0742
H -19.79148 9.11204 -11.31598 -0.6 0.1 0.1 0.1246
H -20.83405 8.83513 -12.72859 0.1 -0.1 -0.1 0.1212
H -22.11781 9.90166 -11.00886 0.3 0.4 0.3 0.0838
H -22.72271 10.25277 -12.52652 0.1 0.6 -0.4 0.0886
H -22.56711 11.58195 -11.31655 0.0 0.2 -0.2 0.0799
H -18.85954 11.31261 -11.04326 0.3 0.6 -0.3 0.0741
H -20.32299 11.62967 -10.20311 -0.1 -0.1 -0.1 0.0815
H -19.88102 12.80829 -11.37648 0.3 0.0 -0.3 0.0745
H -20.94810 13.29954 -13.58720 -0.1 0.0 0.1 0.0850
C -8.02178 20.83393 -15.21616 -0.4 -0.3 -0.3 -0.0181
C -8.46176 20.77424 -13.75453 -0.6 -0.2 -0.2 -0.5304
C -8.74171 19.32025 -13.37613 -0.8 0.0 0.0 -0.0317
C -7.42389 21.31773 -12.80195 1.3 -0.4 0.6 -0.1616
C -7.13492 22.78367 -13.06348 -1.7 -0.5 -0.1 -0.1570
C -8.43897 23.50841 -12.67535 1.1 0.6 -0.3 -0.1395
C -9.70903 23.02323 -13.40163 1.4 -0.5 -0.3 -0.5087
C -10.87705 23.46507 -12.55485 -1.7 -0.9 -0.8 -0.0436
C -9.76238 23.63139 -14.81095 -0.6 1.3 -0.2 -0.0213
N -9.68815 21.54706 -13.48118 -0.3 -0.2 1.3 -0.0877
O -10.77076 21.11875 -14.29631 0.1 -0.1 -0.2 -0.0421
H -8.06059 21.85264 -15.59080 0.6 0.0 -0.1 0.0664
H -7.05643 20.33856 -15.33195 0.2 0.4 -0.1 0.0944
H -8.70223 20.28707 -15.87566 -0.2 -0.1 0.3 0.0682
H -7.90079 18.66627 -13.60022 0.1 0.0 0.2 0.0899
H -9.05806 19.24992 -12.33200 0.4 0.0 0.1 0.0894
H -9.60355 18.95312 -13.93543 0.1 -0.1 -0.3 0.0713
H -7.76109 21.14520 -11.77270 -0.3 0.3 -0.1 0.1239
H -6.51629 20.69735 -12.81623 -0.1 0.1 -0.5 0.1246
H -6.26947 23.17100 -12.53635 0.1 0.1 0.0 0.1126
H -7.04727 22.90628 -14.14488 0.6 0.2 0.1 0.0971
H -8.25855 24.54960 -12.97324 -0.5 0.1 0.4 0.1191
H -8.58229 23.47156 -11.59454 0.0 -0.1 0.0 0.1154
H -10.98983 24.54574 -12.59220 0.1 0.1 0.4 0.0891
H -10.93383 23.01557 -11.56417 0.7 0.4 0.2 0.0875
H -11.78372 23.03496 -13.01298 0.1 0.4 -0.2 0.0769
H -10.52510 24.42240 -14.83957 0.0 -0.2 0.0 0.0853
H -10.04614 22.94455 -15.60238 0.1 -0.2 0.1 0.0598
H -8.85523 24.17317 -15.09106 0.2 -0.4 0.0 0.0825
H -11.22304 20.48209 -13.73177 -0.1 0.1 0.0 0.0911
C -14.08474 23.12502 -20.02841 0.4 -0.2 -0.1 -0.0223
C -14.12668 21.72404 -19.38866 -1.0 0.3 -0.5 -0.5253
C -15.48224 21.61804 -18.65827 0.7 0.0 0.6 -0.0365
C -14.16965 20.63383 -20.46217 1.2 -0.6 0.4 -0.1358
C -12.78483 20.42346 -21.07641 -1.0 1.9 -0.5 -0.1811
C -11.70713 20.16825 -20.07285 1.3 -0.6 -0.5 -0.1431
C -11.64261 21.17783 -18.91778 -0.8 0.3 0.0 -0.5122
C -10.84256 20.51904 -17.81034 -0.2 -0.4 0.7 -0.0451
C -10.91343 22.45220 -19.32996 -0.3 1.1 -0.3 -0.0274
N -13.02052 21.46585 -18.49691 -0.2 -1.5 1.1 -0.0889
O -13.08444 22.25239 -17.30535 0.2 0.0 -0.5 -0.0096
H -15.02796 23.36251 -20.52131 -0.1 0.1 0.2 0.0860
H -13.84574 23.84174 -19.24134 -0.2 0.2 -0.1 0.0878
H -13.30927 23.18916 -20.79322 0.0 0.1 0.0 0.0601
H -16.30199 21.49713 -19.36724 0.1 0.1 -0.1 0.0862
H -15.46493 20.75693 -17.98473 0.0 0.0 -0.1 0.0810
H -15.64752 22.50587 -18.05436 -0.2 0.1 0.1 0.0547
H -14.44822 19.67988 -20.00026 -0.4 0.1 0.0 0.1241
H -14.88253 20.93232 -21.22864 -0.1 -0.1 0.0 0.1222
H -12.88522 19.78893 -21.95446 0.5 -0.4 0.2 0.1151
H -12.53898 21.42442 -21.46258 0.1 -0.2 -0.5 0.0980
H -10.75029 20.30072 -20.59882 0.0 -0.1 0.0 0.1241
H -11.63643 19.13266 -19.72710 -0.5 0.1 0.3 0.1198
H -9.92442 20.13962 -18.26285 0.3 0.3 0.3 0.0936
H -11.31456 19.64598 -17.34743 -0.4 -0.1 -0.4 0.0893
H -10.68185 21.17195 -16.95073 0.5 0.2 -0.3 0.0532
H -11.34406 22.89148 -20.23749 0.5 -0.5 -0.3 0.0676
H -9.83657 22.29919 -19.40311 0.0 0.0 -0.3 0.0873
H -11.08332 23.30171 -18.65738 0.1 -0.5 0.6 0.0866
H -13.01003 21.57976 -16.61664 -0.1 0.2 0.1 0.0918
C -14.03893 17.87353 -12.55793 -0.4 0.8 0.8 -0.0094
C -14.82901 18.38240 -13.76487 0.4 -1.2 -0.7 -0.4979
C -15.24585 19.82586 -13.64872 0.8 1.1 0.1 -0.0388
C -13.94339 18.25478 -15.01862 0.7 -0.1 0.1 -0.1283
C -13.93213 16.85700 -15.57159 0.0 -1.9 -0.9 -0.1759
C -15.33342 16.33462 -15.79533 -1.5 0.8 -0.9 -0.1373
C -16.19993 16.27906 -14.53592 0.8 -0.9 0.2 -0.5138
C -17.64666 16.03156 -14.92634 -1.0 0.3 -0.1 -0.0167
C -15.75740 15.10029 -13.67325 0.6 -0.9 1.1 -0.0332
N -16.05683 17.58799 -13.94085 -1.3 1.2 -0.3 -0.0797
O -16.87026 17.67780 -12.78097 0.4 -0.1 0.4 -0.0145
H -14.60939 18.17539 -11.67376 0.1 -0.4 0.1 0.0852
H -13.90252 16.79913 -12.54634 0.0 -0.1 -0.1 0.0692
H -13.06396 18.34533 -12.46453 0.2 0.1 -0.1 0.0755
H -14.38174 20.47517 -13.44396 0.0 -0.3 0.4 0.0935
H -15.56774 20.23425 -14.60701 -0.5 -0.3 0.0 0.0642
H -15.99155 20.00152 -12.87792 0.0 0.0 0.0 0.0602
H -14.18581 18.98337 -15.80057 -0.5 -0.2 0.0 0.1143
H -12.91597 18.50969 -14.73631 0.0 0.1 0.1 0.1093
H -13.40821 16.76098 -16.53158 0.0 0.5 0.0 0.1145
H -13.42193 16.07762 -14.98756 0.2 0.6 0.5 0.1150
H -15.43488 15.40363 -16.35653 0.5 -0.3 0.4 0.0996
H -15.87776 17.03003 -16.45904 0.2 0.1 0.1 0.1199
H -17.93352 16.75415 -15.69539 -0.1 -0.2 0.0 0.0661
H -18.37871 16.10997 -14.11486 0.5 0.4 0.3 0.0863
H -17.85951 15.01304 -15.25834 0.6 0.0 -0.5 0.0632
H -15.87459 14.14230 -14.19157 -0.1 0.2 -0.2 0.0614
H -16.28879 14.96488 -12.72354 -0.4 0.4 -0.2 0.0932
H -14.71575 15.12065 -13.33311 0.0 0.2 -0.4 0.0629
H -17.42380 18.46007 -12.89751 -0.2 -0.2 -0.1 0.0633
C -15.69153 9.42947 -19.50646 0.0 -0.4 0.0 -0.0258
C -14.39804 10.26181 -19.65508 -2.4 -0.2 0.1 -0.5384
C -13.22651 9.38287 -19.99557 1.1 0.3 -0.1 -0.0333
C -14.66142 11.23261 -20.79633 -0.2 0.9 -0.2 -0.1421
C -15.61003 12.37730 -20.44334 0.9 0.0 1.2 -0.1655
C -15.09153 13.12956 -19.20719 -1.2 0.6 -0.1 -0.1319
C -14.81241 12.23107 -18.00250 0.0 -0.7 0.3 -0.5020
C -13.88530 12.96257 -17.01950 0.5 0.2 -1.4 -0.0113
C -16.12124 11.90078 -17.27876 -0.3 -0.9 1.0 -0.0316
N -14.11557 11.01269 -18.43842 1.3 0.3 -0.3 -0.0932
O -13.95119 10.10764 -17.35176 0.0 0.2 -0.1 -0.0367
H -15.74324 8.94128 -18.53340 0.2 -0.2 -0.1 0.0814
H -16.60300 10.01758 -19.60062 0.1 0.2 -0.1 0.0632
H -15.71340 8.68532 -20.30650 -0.1 -0.1 0.2 0.0839
H -12.87908 8.76196 -19.17062 -0.1 0.1 0.1 0.0798
H -13.35578 8.70505 -20.83862 -0.4 0.2 -0.1 0.0886
H -12.44023 10.09574 -20.27017 0.3 -0.4 0.1 0.0878
H -13.72227 11.69980 -21.11472 0.0 -0.2 -0.1 0.1222
H -15.12419 10.73226 -21.64942 0.4 -0.4 0.0 0.1248
H -15.65290 13.03992 -21.30436 -0.4 0.1 0.1 0.1125
H -16.59060 12.03469 -20.11230 -0.2 -0.2 -0.7 0.0988
H -15.94200 13.71987 -18.83521 0.2 0.3 -0.2 0.1157
H -14.34170 13.88552 -19.45427 0.5 -0.5 0.1 0.1208
H -13.89847 12.55921 -16.01335 -0.1 0.2 0.1 0.0700
H -14.07500 14.03266 -17.10781 -0.3 0.0 0.7 0.0590
H -12.89319 12.87587 -17.47672 0.1 -0.2 0.4 0.0944
H -16.86656 11.36094 -17.86710 -0.1 0.6 -0.4 0.0722
H -16.52939 12.75380 -16.72834 -0.2 0.2 -0.6 0.0742
H -15.96126 11.17415 -16.46653 0.5 0.1 -0.2 0.0720
H -12.99206 10.08502 -17.26259 0.0 -0.1 0.2 0.1033
C -12.93174 7.65392 -10.97310 0.0 0.7 0.3 -0.0161
C -12.17363 8.51274 -11.98911 0.7 -0.1 -0.5 -0.5176
C -10.65781 8.46725 -11.70464 -0.9 -1.4 0.2 -0.0287
C -12.34848 7.95317 -13.40376 -0.9 -0.9 -0.2 -0.1356
C -13.72614 8.24474 -13.97904 -0.2 -0.1 -0.5 -0.1874
C -14.02594 9.73073 -14.00705 0.2 -1.2 -0.7 -0.1455
C -13.79416 10.37043 -12.62967 -1.8 0.4 -1.7 -0.5087
C -13.72543 11.87130 -12.89775 0.6 0.6 1.2 -0.0354
C -15.08816 10.06869 -11.82930 0.9 -0.4 0.3 -0.0118
N -12.55576 9.92866 -12.03026 0.3 0.1 -0.2 -0.0878
O -12.35195 10.57114 -10.78983 0.1 -0.1 0.1 -0.0152
H -13.18332 8.25800 -10.09559 0.0 -0.2 0.1 0.0753
H -13.87142 7.28773 -11.37516 0.0 -0.3 0.0 0.0700
H -12.28703 6.85225 -10.62158 -0.2 -0.2 -0.1 0.0854
H -10.12199 8.87677 -12.55263 0.3 0.6 0.4 0.0808
H -10.44679 8.83942 -10.70610 0.4 0.5 -0.2 0.0823
H -10.40230 7.39936 -11.68578 0.1 0.1 0.0 0.0835
H -11.51260 8.26029 -14.03116 -0.2 0.3 -0.2 0.1169
H -12.35445 6.85559 -13.41830 0.7 0.0 0.5 0.1266
H -13.83439 7.80588 -14.97809 0.3 0.2 -0.1 0.1145
H -14.49432 7.68124 -13.43639 0.1 0.2 0.4 0.1036
H -15.05675 9.83343 -14.36055 -0.1 0.4 0.4 0.1117
H -13.46331 10.13087 -14.85652 0.4 0.5 0.5 0.1032
H -14.57410 12.28122 -13.44387 -0.2 -0.3 0.0 0.0649
H -12.81161 12.15659 -13.42270 0.0 -0.3 -0.1 0.0922
H -13.66670 12.36710 -11.92145 -0.1 0.2 -0.2 0.0827
H -14.95756 10.51246 -10.83963 -0.6 0.1 0.0 0.0857
H -15.24119 8.99444 -11.71228 0.1 0.0 0.1 0.0709
H -15.96553 10.40381 -12.37604 0.1 0.6 0.2 0.0554
H -12.87954 10.11399 -10.11464 -0.1 0.0 -0.1 0.0802
C -20.70197 18.24567 -11.65470 -0.6 -0.5 1.4 -0.1172
O -19.74130 18.83482 -12.46569 0.1 0.2 -0.7 -0.1895
C -19.96839 20.19815 -12.75577 0.1 0.6 0.4 -0.2172
C -19.00594 20.66121 -13.82194 0.9 0.5 0.8 -0.2239
N -19.11535 19.89190 -15.03252 -0.4 0.0 -0.2 -0.0135
C -18.01982 20.03052 -15.98003 -0.2 0.7 -0.5 -0.1973
C -18.42633 19.62162 -17.39178 0.7 -1.2 1.1 -0.1837
O -18.34684 18.18373 -17.38444 -0.5 0.6 -0.2 -0.2261
C -18.77195 17.62249 -18.59714 0.8 0.3 -0.7 -0.1167
H -21.06058 18.89288 -10.83857 0.3 0.3 -0.2 0.0852
H -20.23289 17.39872 -11.14834 0.0 -0.1 -0.2 0.0914
H -21.61340 17.88726 -12.15118 0.3 0.1 -0.5 0.0906
H -19.78828 20.78872 -11.84307 0.0 0.0 -0.1 0.1021
H -21.00119 20.43967 -13.04456 0.0 -0.5 -0.2 0.1339
H -17.96628 20.66982 -13.42770 -0.2 -0.4 0.2 0.1013
H -19.16426 21.74207 -13.91257 -0.3 -0.1 -0.7 0.0913
H -19.14824 18.91627 -14.75066 -0.2 0.0 -0.1 0.1043
H -17.15745 19.45395 -15.62872 0.1 -0.1 -0.4 0.0978
H -17.68584 21.06994 -16.10405 -0.3 0.1 0.6 0.1010
H -17.70392 20.06125 -18.08950 -0.2 -0.2 -0.2 0.0965
H -19.45324 19.91579 -17.62249 0.1 0.2 0.0 0.1244
H -17.95259 17.70099 -19.33199 -0.1 -0.2 0.0 0.0874
H -19.60216 18.17251 -19.05191 -0.3 -0.2 0.3 0.0842
H -18.99838 16.57049 -18.45253 -0.2 0.0 0.1 0.0854